Density functional theory data (wB97M-V/def2-TZVPD) for a cluster of 2 separate species, CH4IN2O in total in a non-equilibrium geometry.

Values from the calculation:
Highest occupied orbital energy (alpha / beta) = -14.4 / -14.4 eV
Multiplicity = 1
LUMO level (alpha / beta) = -0.3070 / -0.3069 hartree
Charge = +1
Orbital gap (alpha / beta) = 0.222 / 0.222 Ha

Last column: natural (NBO) charge in e.
Positions of all 9 atoms, in Å:
C 0.373809 -0.419643 -0.032299  0.375
N -0.132058 -1.603864 -0.045058  -0.724
N -0.215130 0.674055 -0.215059  -0.131
O 0.290385 1.908603 -0.168393  -0.486
I 2.618457 -0.278988 0.156628  0.251
H -1.136955 -1.565803 0.139048  0.426
H 0.454610 -2.364164 0.213331  0.449
H -2.233033 1.006881 0.640313  0.309
H -0.020081 2.642921 -0.688513  0.532

Atoms 1-2, force components in eV/Å:
C 4.935 0.892 0.100
N -1.922 0.068 0.529